[1]
Entry from the Open Molecules 2025 dataset: C37H42ClHgN4O3Sb2 as an isolated structure (ωB97M-V/def2-TZVPD).

Element x y z (Å)
Hg -0.178 0.516 -0.691
Sb -2.632 -2.258 -0.329
Sb 0.867 -3.098 -1.334
Cl -4.853 1.800 2.888
O 0.701 2.735 -1.216
O 4.892 2.564 -0.850
O -0.657 -0.806 1.485
N 2.557 1.741 -0.246
N 1.728 0.852 0.386
N -2.057 1.801 0.098
N -0.253 -0.063 -2.812
C -3.897 2.249 1.505
C 2.129 -2.232 4.235
C 0.803 -2.653 4.258
C -4.225 3.371 0.766
C 2.270 0.184 1.415
C 0.436 -0.631 -4.868
C 1.965 2.602 -1.052
C 1.669 -0.752 2.297
C -2.334 2.892 -0.615
C -3.183 -5.783 -1.873
C 2.353 4.363 -2.757
C -1.572 -6.951 -3.195
C 0.835 -0.398 -3.565
C 2.533 -1.315 3.282
C -2.613 -4.411 0.110
C -3.745 -1.893 1.492
C 5.100 4.222 -2.503
C 2.222 -0.436 -3.003
C -3.418 3.701 -0.312
C -2.709 0.335 -3.155
C 4.298 3.399 -1.710
C -2.193 -5.292 -1.017
C 4.535 5.107 -3.408
C -2.892 -6.601 -2.952
C -0.966 -0.417 -4.912
C 2.889 3.468 -1.835
C -4.510 -2.450 -1.437
C 1.788 -4.005 -3.079
C -0.578 -6.462 -2.366
C -0.085 -2.127 3.311
C 3.154 5.182 -3.540
C -1.346 -0.059 -3.633
C 2.717 -3.131 -0.239
C 0.288 -5.059 -0.507
C -2.800 1.480 1.151
C 0.279 -1.206 2.323
C -0.852 -5.626 -1.279
H -4.213 -5.504 -1.677
H 2.387 -4.866 -2.776
H 1.026 -4.317 -3.793
H -2.489 0.605 1.712
H 2.434 -3.270 -3.561
H 2.502 -3.127 0.828
H -4.426 -1.052 1.349
H -1.985 -4.510 0.997
H 3.574 -1.005 3.262
H 2.813 0.422 -3.334
H 0.456 -6.724 -2.560
H 6.175 4.142 -2.393
H -4.333 -2.778 1.739
H 5.178 5.734 -4.018
H -3.645 -4.629 0.387
H 3.301 -2.242 -0.474
H -3.058 -1.663 2.305
H 4.117 2.029 -0.431
H -2.760 0.308 -2.066
H 3.275 -4.029 -0.510
H -4.328 -2.912 -2.408
H 2.707 5.862 -4.256
H 1.085 -0.916 -5.685
H -3.476 -0.341 -3.539
H 1.274 4.381 -2.843
H 2.748 -1.343 -3.319
H 1.174 -5.689 -0.592
H 0.460 -3.371 4.995
H -2.976 1.352 -3.469
H -3.686 -6.956 -3.597
H -5.084 3.971 1.037
H -5.242 -3.043 -0.882
H -1.316 -7.596 -4.028
H 3.314 0.422 1.622
H -4.917 -1.451 -1.607
H -1.621 -0.507 -5.768
H -3.622 4.580 -0.908
H -1.127 -2.439 3.315
H -1.646 3.111 -1.423
H 2.212 -0.411 -1.912
H 0.077 -4.880 0.547
H 2.847 -2.627 4.946

As for the expectation value of S²: 0.79. Its total charge is -2. Its spin multiplicity is 2. For the orbital gap (spin up / spin down), the calculation gives 2.74 / 5.20 eV.

***

[2]
Entry from the Open Molecules 2025 dataset: an isolated ion of composition C3H7N and charge +1 (ωB97M-V/def2-TZVPD).

Element x y z (Å)
N -0.130 -1.378 0.454
C 1.402 0.399 0.065
C -1.065 0.752 -0.214
C 0.134 -0.116 0.083
H -1.963 0.396 0.286
H 0.705 -1.945 0.605
H 2.298 -0.203 0.200
H -0.905 -1.862 -0.003
H -0.936 1.790 0.072
H -1.183 0.763 -1.300
H 1.642 1.404 -0.249

As for the expectation value of S²: 0.76. Its total charge is +1. Its spin multiplicity is 2. For the orbital gap (spin up / spin down), the calculation gives 11.95 / 9.81 eV.

***

[3]
Entry from the Open Molecules 2025 dataset: H28NeO14 as an isolated structure (ωB97M-V/def2-TZVPD).

Element x y z (Å)
Ne -0.320 -0.310 -0.188
O -0.028 3.359 2.634
O 3.345 -1.681 -0.949
O -3.655 0.028 0.739
O -2.089 1.334 3.170
O 0.454 -2.483 -1.660
O 2.611 1.492 1.615
O -2.785 0.383 -2.190
O 3.420 1.042 -0.916
O 0.083 -3.077 1.113
O 1.020 -0.759 2.554
O -3.277 -2.807 0.632
O 1.230 1.647 -2.738
O -0.762 -1.081 -3.565
O -0.520 2.760 -0.282
H -0.331 -1.619 -2.901
H 3.866 -1.886 -1.725
H -3.472 0.021 -2.749
H 3.923 -1.883 -0.213
H -1.409 3.060 -0.090
H -3.267 -1.853 0.551
H 2.851 1.291 -1.644
H -3.294 0.252 -0.119
H -1.745 0.646 3.739
H 2.713 1.061 0.767
H -4.150 -3.010 0.967
H 1.399 2.082 -3.574
H 1.599 -0.014 2.396
H -2.408 1.097 -2.704
H 0.721 0.871 -2.970
H 0.181 2.939 1.800
H 1.524 -1.339 3.124
H -1.480 -0.653 -3.098
H 1.404 -2.394 -1.580
H -0.640 1.914 -0.712
H -0.407 -3.575 1.767
H -1.334 1.893 2.986
H -3.267 0.667 1.336
H 0.333 -2.271 1.563
H 3.504 1.711 1.882
H 3.496 0.090 -0.985
H 0.146 -2.597 -0.761
H 0.818 3.647 2.977

For the orbital gap, the calculation gives 10.42 eV.

***

[4]
Entry from the Open Molecules 2025 dataset: C6H8HgO5 as an isolated structure (ωB97M-V/def2-TZVPD).

Element x y z (Å)
Hg 2.241 1.090 5.026
O 0.717 1.355 1.013
O 0.375 0.752 3.159
O 2.195 1.858 2.575
O -1.333 2.927 -3.392
O -0.955 1.806 -1.493
C -0.486 0.445 -0.853
C -0.575 -2.654 -1.109
C 0.744 -2.504 -0.848
C 1.081 1.346 2.308
C -0.449 0.633 0.642
C -1.012 1.955 -2.790
H -0.461 -0.355 1.120
H 1.465 -2.339 -1.651
H 0.523 0.341 -1.269
H -1.605 0.218 -1.178
H -1.297 -2.819 -0.305
H -0.950 -2.663 -2.135
H -1.345 1.156 1.003
H 1.127 -2.547 0.175

As for the expectation value of S²: 2.01. Its spin multiplicity is 3. For the orbital gap (spin up / spin down), the calculation gives 8.12 / 6.09 eV.

***

[5]
Entry from the Open Molecules 2025 dataset: CH4F2P2 as an isolated structure (ωB97M-V/def2-TZVPD).

Element x y z (Å)
P -1.374 1.225 -1.382
P 0.847 0.354 0.129
F -2.983 1.743 -1.562
F -0.466 -1.394 -1.491
C -0.643 -0.504 -0.541
H -1.351 -0.997 0.290
H -1.262 1.905 -0.245
H 1.674 -0.268 -0.782
H 0.834 1.573 -0.431

For the orbital gap, the calculation gives 9.87 eV.